1.
C44H110O22 | ωB97M-V/def2-TZVPD

Each line ends with the Löwdin charge.
Geometry (Å):
H: -4.981 0.986 2.443  0.080
H: -5.312 -1.474 6.397  0.126
O: 0.944 -1.071 4.784  -0.214
O: 4.269 2.299 0.294  -0.184
H: 0.161 -1.468 -8.096  0.119
H: -7.388 -2.739 -2.999  0.082
H: 2.641 1.200 1.232  0.112
O: -3.412 3.236 3.482  -0.183
H: 2.678 5.862 -4.141  0.111
H: -6.273 -0.680 4.176  0.114
H: 5.389 -3.982 -0.880  0.122
C: -4.326 -2.615 -0.232  -0.159
H: -2.347 2.058 -7.674  0.078
H: -4.613 2.544 -5.072  0.120
C: 1.536 -0.942 3.484  -0.074
H: 6.561 -5.203 -1.691  0.133
H: 5.068 -6.928 -1.697  0.132
H: -2.184 -0.535 -5.347  0.078
C: 4.264 1.443 -0.849  -0.084
H: -2.181 -0.506 5.203  0.062
O: 3.373 -5.923 5.755  -0.204
C: 5.550 -4.821 -1.557  -0.210
C: -2.421 -3.464 -1.498  -0.098
H: -1.309 -1.902 5.571  0.064
H: 5.384 -0.813 7.497  0.083
H: -2.518 1.369 4.190  0.054
C: 1.390 -2.276 -0.203  -0.114
H: -2.185 -2.630 -2.159  0.079
H: 1.002 -1.678 2.883  0.074
H: -5.120 4.423 1.448  0.085
H: 4.349 -5.284 2.665  0.088
C: -0.078 1.592 -2.599  -0.099
C: -4.785 -0.038 2.125  -0.126
C: 2.722 5.497 -1.128  -0.122
H: -3.057 4.095 -1.878  0.074
C: 3.500 3.227 4.488  -0.132
H: 0.749 1.760 -3.289  0.087
H: -0.178 6.459 -2.539  0.084
H: 0.335 5.019 -3.500  0.085
O: 2.156 6.708 -1.474  -0.194
C: 2.217 -5.005 5.575  -0.147
H: -6.570 -2.882 -0.454  0.113
O: 1.583 -1.039 -6.727  -0.163
O: 0.861 6.809 -4.429  -0.173
C: -3.065 4.549 3.082  -0.218
H: -0.404 0.572 -2.804  0.080
H: -3.611 -0.842 -4.313  0.084
C: -4.572 -1.151 5.665  -0.260
O: 5.098 -4.451 -2.843  -0.211
H: 1.283 0.054 3.121  0.084
H: 2.503 -4.062 6.040  0.117
H: -4.029 -1.664 -0.672  0.108
H: -5.365 2.943 -3.444  0.115
C: -0.021 6.049 -3.536  -0.065
H: -2.248 1.698 2.548  0.077
C: -6.848 -3.675 -2.856  -0.088
C: 2.558 -5.535 -1.968  -0.102
C: 2.221 6.844 -4.022  -0.216
O: 3.011 -3.955 3.544  -0.194
H: 4.875 0.582 -0.575  0.082
H: 2.359 2.589 0.234  0.100
H: 2.147 -5.821 3.656  0.131
H: -1.699 0.907 -0.519  0.120
C: 3.039 2.183 0.982  -0.196
H: 1.223 -0.315 -8.674  0.130
H: 2.546 -7.413 6.988  0.085
H: -3.771 0.298 -5.674  0.089
H: -5.265 3.866 -0.174  0.087
H: 0.859 -0.562 6.643  0.123
H: -2.380 5.809 1.466  0.116
O: 3.897 2.975 3.193  -0.152
C: -3.816 1.507 -3.286  -0.171
H: -1.834 2.440 -9.369  0.095
H: -0.658 -1.047 -1.083  0.098
H: -1.521 -4.061 -1.353  0.078
H: -1.534 4.391 1.596  0.111
H: 2.790 7.393 -4.771  0.123
H: 1.410 -2.627 0.829  0.074
O: 3.350 -5.865 -0.827  -0.161
H: -2.892 5.471 -2.904  0.070
H: 1.347 0.802 5.746  0.112
C: -0.622 0.839 -0.367  -0.151
H: -1.460 2.511 4.006  0.085
C: -0.269 -0.625 -0.157  -0.205
H: 2.412 -2.466 -0.531  0.087
H: 4.023 2.567 5.180  0.078
H: 1.844 5.022 -0.690  0.088
H: 1.067 -4.358 4.004  0.123
H: 4.329 -7.204 6.698  0.090
H: -4.659 0.851 -3.068  0.117
H: -4.329 -0.089 5.717  0.119
H: 1.993 3.006 2.631  0.105
H: 3.500 -6.130 7.814  0.082
H: 2.463 3.002 4.736  0.075
C: -3.091 -0.103 -4.923  -0.097
H: -4.381 5.168 -2.390  0.079
C: -4.720 4.578 0.446  -0.112
C: 4.924 0.159 7.320  -0.113
H: 2.832 -2.517 -6.309  0.080
C: -5.639 -3.302 -0.835  -0.189
C: 2.043 -4.832 4.102  -0.211
H: 3.119 4.918 -1.962  0.089
O: -3.725 3.995 -3.991  -0.178
H: 5.170 -6.326 -0.264  0.116
C: -2.564 4.746 1.621  -0.134
H: -2.108 -1.869 4.074  0.082
C: -5.320 -1.198 4.288  -0.115
C: 3.691 -4.458 2.392  -0.098
H: 4.739 -2.413 -2.217  0.083
H: 3.625 -0.307 5.274  0.106
O: -3.398 4.124 0.568  -0.227
H: -4.656 5.573 0.007  0.092
C: -3.517 4.596 -2.730  -0.124
H: 0.591 1.324 -7.012  0.128
H: 2.164 8.401 -2.464  0.127
H: 4.663 -2.837 -3.942  0.078
C: -0.133 0.558 -7.288  -0.156
H: 5.382 0.506 6.394  0.077
H: -0.815 2.367 -2.810  0.078
H: 5.189 0.830 8.136  0.087
C: -4.456 2.752 -4.014  -0.149
H: 2.902 4.210 1.798  0.114
H: 2.999 -5.785 -2.933  0.089
O: 1.099 -0.942 -0.122  -0.179
O: -3.529 -2.011 5.785  -0.147
H: 2.486 -2.509 -8.023  0.090
C: -2.251 -1.591 5.118  -0.035
O: 3.488 0.130 7.313  -0.180
H: 3.006 -4.899 1.669  0.069
H: -6.642 -3.901 -3.902  0.084
H: 3.147 -1.644 6.189  0.115
H: -5.610 -2.231 4.099  0.111
H: -4.033 0.010 1.338  0.075
H: 1.274 -5.411 5.942  0.126
C: -1.513 2.137 -8.372  -0.148
C: 0.733 -0.608 -7.746  -0.238
H: -3.154 -4.127 -1.958  0.080
H: 1.254 -3.076 -6.906  0.089
O: -0.975 0.890 -8.417  -0.176
H: 3.476 5.550 -0.343  0.083
H: 3.684 4.253 4.808  0.088
H: -0.442 1.260 0.623  0.106
C: 1.519 -0.271 5.826  -0.180
C: 2.044 -2.338 -7.041  -0.114
H: -0.725 0.395 -6.387  0.099
O: -3.133 -3.397 -0.255  -0.209
H: 6.218 -2.850 -3.259  0.090
H: -0.777 -1.122 0.670  0.135
O: 0.240 1.664 -1.226  -0.187
H: -5.684 -4.323 -0.455  0.121
C: -2.378 2.204 3.505  -0.069
C: 2.998 -0.566 6.128  -0.182
H: 2.233 -4.495 -2.006  0.068
C: 5.176 -3.033 -3.000  -0.088
H: -0.910 2.900 -7.881  0.088
O: -4.318 -0.713 3.277  -0.233
H: -4.251 -2.297 0.808  0.102
H: -2.413 4.957 3.855  0.118
O: -2.746 0.850 -3.963  -0.219
H: 4.243 -3.709 1.825  0.083
H: 3.262 1.099 -1.105  0.077
H: 1.662 -6.144 -1.845  0.084
H: -3.886 5.213 3.352  0.114
H: -5.739 -0.433 1.777  0.084
H: 4.778 2.036 -1.605  0.088
H: 0.589 -2.843 -0.678  0.082
H: -3.442 1.899 -2.340  0.104
H: 3.621 7.673 -2.742  0.118
H: -7.481 -4.436 -2.400  0.091
H: 2.594 -1.202 3.458  0.085
C: 2.569 7.406 -2.644  -0.194
C: 3.377 -6.714 6.902  -0.140
O: -5.624 -3.255 -2.230  -0.203
C: 4.729 -6.013 -1.210  -0.220
C: 2.964 3.188 2.171  -0.182
H: -1.034 6.039 -3.939  0.067

Spin multiplicity: 1
SMILES string: COCCOC.COCCOC.COCCOC.COCCOC.COCCOC.COCCOC.COCCOC.COCCOC.COCCOC.COCCOC.COCCOC
HOMO level, eV: -9.187

---

2.
C25H36AlN10OPS2 | ωB97M-V/def2-TZVPD

Each line ends with the Löwdin charge.
Geometry (Å):
N: 3.050 -1.238 4.185  -0.142
H: -2.908 -0.794 -4.065  0.174
N: -2.746 0.225 2.091  0.155
Al: -1.335 1.541 -0.809  0.297
H: 2.458 -2.908 0.641  0.100
C: 1.521 2.156 -0.447  -0.196
H: -1.540 -2.669 -1.346  0.112
H: 2.537 -4.591 2.424  0.151
C: -2.002 -3.045 -2.268  -0.164
C: 2.740 -2.131 1.352  -0.274
C: -3.729 2.715 -0.248  -0.272
C: -4.824 2.929 0.497  -0.254
C: -1.107 -2.718 -3.493  -0.120
C: 2.090 1.439 -1.499  -0.023
C: -3.274 3.336 -1.488  -0.277
H: -4.762 4.816 -2.096  0.113
H: -0.049 -2.521 3.840  0.097
N: 1.414 3.552 1.272  0.194
H: -0.555 -0.926 -4.645  0.148
H: 4.227 3.936 0.675  0.138
H: 3.114 -2.825 5.544  0.152
H: -1.997 -4.130 -2.169  0.129
H: -0.654 3.316 1.661  0.163
C: -3.483 -2.614 -2.340  -0.143
H: 0.173 2.669 -3.400  0.105
O: -1.120 -0.007 -1.616  0.043
N: -0.554 3.262 -3.765  0.168
C: -3.830 4.293 -2.245  -0.256
C: 2.908 -3.878 3.159  -0.088
C: 2.391 -2.342 4.887  -0.129
H: -3.502 -0.761 -1.169  0.105
H: 1.639 4.242 1.978  0.199
H: 4.864 -2.234 4.027  0.157
N: -2.757 -0.463 -3.116  0.142
H: -0.247 -3.385 -3.490  0.127
C: 4.132 -1.720 3.404  -0.094
H: -0.333 3.788 -4.598  0.138
H: 3.322 -1.377 0.819  0.094
N: -2.042 2.846 -1.979  0.054
C: 2.288 3.026 0.322  -0.158
H: 1.518 0.730 -2.086  0.095
S: -2.839 4.652 -3.613  1.218
C: -1.485 -0.465 -2.775  -0.369
C: 3.641 3.246 0.082  0.039
P: 1.209 -1.353 2.095  1.003
C: -1.688 3.487 -3.100  -0.604
H: 2.647 0.431 2.987  0.086
C: 0.750 -2.819 3.157  -0.322
H: 4.618 -0.924 2.842  0.147
N: 0.200 2.191 0.043  0.080
C: 3.432 1.657 -1.748  -0.035
C: -0.544 -1.252 -3.603  -0.051
C: -3.369 1.181 1.386  -0.624
H: -4.731 -0.808 -2.440  0.139
S: -4.859 1.874 1.866  1.216
H: 0.468 -1.166 -3.217  0.119
C: -3.722 -1.112 -2.176  -0.103
H: 1.378 0.002 4.127  0.097
H: 3.666 -4.349 3.784  0.157
H: 0.348 -3.617 2.529  0.098
N: 3.636 -2.759 2.381  -0.065
H: -1.663 -2.945 -4.404  0.129
H: -5.623 3.636 0.336  0.114
N: 1.865 -3.328 3.946  -0.143
H: 4.448 -3.168 1.912  0.189
H: 1.580 -1.952 5.499  0.145
N: -2.873 1.710 0.261  0.045
H: -2.013 -0.327 1.671  0.090
H: -3.902 -2.937 -3.297  0.134
C: 0.208 3.045 1.071  -0.062
C: 2.111 -0.412 3.432  -0.328
H: 3.915 1.132 -2.561  0.126
C: 4.194 2.548 -0.972  -0.023
H: -4.057 -3.139 -1.574  0.132
H: 5.238 2.693 -1.212  0.132
H: -3.214 -0.188 2.884  0.131

Net charge: +4
Spin multiplicity: 1
HOMO level, eV: -18.356

---

3.
C4H10N3 | ωB97M-V/def2-TZVPD

Each line ends with the Löwdin charge.
Geometry (Å):
N: -0.296 -1.369 -1.091  0.164
H: -0.326 1.735 0.568  0.191
N: 0.862 -0.879 1.463  0.126
C: -1.412 -0.830 -1.096  -0.269
H: -0.051 -1.322 1.740  0.133
C: -1.588 0.556 -0.547  -0.098
H: -2.226 -1.372 -1.608  0.127
H: 1.714 1.241 -1.105  0.103
H: -1.397 1.236 -1.395  0.150
C: 1.781 0.437 -0.349  -0.043
C: 0.633 -0.112 0.358  -0.439
H: 2.461 0.862 0.381  0.086
H: 1.692 -1.524 1.564  0.164
H: 2.424 -0.447 -0.825  0.157
H: -1.150 0.438 1.418  0.214
N: -0.584 0.742 0.556  0.108
H: -2.537 0.610 -0.031  0.126

Net charge: +1
Spin multiplicity: 1
HOMO level (alpha / beta), eV: -12.680 / -12.681